ORCA calculation (ωB97M-V/def2-TZVPD) on a molecular structure, C31H35AsBrN10RbSSb at a distorted geometry.

As for the net charge: -1. Its HOMO-LUMO gap is 7.028 eV. The LUMO energy is 2.01 eV. The relative energy (zero: lowest compared OMol25 entry of this formula, charge and spin) comes out at 4.6 kcal per mole.

Positions of all 81 atoms, in Å:
Rb -0.81 0.68 -1.76
N -2.48 3.98 -1.26
C -2.94 2.67 -1.51
N -3.36 1.84 -0.55
N -3.66 0.70 -1.18
N -3.41 0.85 -2.46
N -2.97 2.09 -2.71
C -1.08 4.15 -1.08
N -0.56 5.15 -0.39
N 0.77 4.92 -0.45
N 1.00 3.85 -1.14
N -0.16 3.32 -1.57
H -2.96 4.38 -0.47
C -0.77 -3.37 1.02
C 0.52 -3.39 1.79
C 1.08 -4.61 2.15
C 2.29 -4.67 2.83
C 2.96 -3.51 3.15
C 2.40 -2.28 2.80
C 1.18 -2.21 2.14
Sb 0.32 -0.34 1.57
C 1.79 1.00 2.32
C 2.37 1.80 1.33
C 3.32 2.76 1.63
C 3.72 2.92 2.95
C 3.15 2.14 3.94
C 2.17 1.19 3.66
C 1.56 0.42 4.79
C -1.14 -0.20 3.12
C -1.41 -1.27 3.96
C -2.38 -1.18 4.95
C -3.10 0.00 5.08
C -2.84 1.07 4.24
C -1.87 0.99 3.24
C -1.66 2.16 2.32
H -1.18 -4.37 0.90
H -0.63 -2.96 0.01
H -1.53 -2.76 1.51
H 0.57 -5.53 1.88
H 2.71 -5.63 3.09
H 3.91 -3.54 3.67
H 2.94 -1.37 3.05
H 2.04 1.71 0.30
H 3.72 3.38 0.84
H 4.46 3.66 3.21
H 3.45 2.28 4.97
H 2.19 0.50 5.68
H 1.43 -0.64 4.56
H 0.57 0.80 5.04
H -0.83 -2.18 3.88
H -2.58 -2.02 5.60
H -3.87 0.09 5.84
H -3.41 1.98 4.34
H -2.03 3.08 2.78
H -2.22 2.01 1.39
H -0.62 2.33 2.08
Br 5.42 1.66 -1.70
C 4.15 0.76 -2.77
C 4.55 -0.16 -3.72
C 3.57 -0.79 -4.47
C 2.24 -0.49 -4.21
N 1.87 0.39 -3.29
C 2.80 1.02 -2.59
H 5.60 -0.37 -3.88
H 3.83 -1.51 -5.23
H 1.45 -1.01 -4.74
H 2.47 1.79 -1.90
C -2.47 -2.53 -6.66
As -2.30 -1.66 -4.95
C -4.05 -1.75 -4.16
C -2.02 0.19 -5.43
S -0.78 -2.56 -3.82
H -3.34 -2.15 -7.20
H -2.56 -3.60 -6.50
H -1.57 -2.33 -7.25
H -4.79 -1.41 -4.88
H -4.04 -1.10 -3.29
H -4.23 -2.79 -3.88
H -2.76 0.46 -6.18
H -1.02 0.29 -5.84
H -2.15 0.83 -4.56